A molecular structure, C37H32FeN7, computed with ωB97M-V/def2-TZVPD.

```
77
Properties=species:S:1:pos:R:3:mulliken_charge:R:1
Fe 0.1994 0.1663 -0.4364 1.4791
C -2.3976 1.8953 0.4450 -1.5751
C -1.6120 2.3033 1.6685 -1.2434
C -0.1902 2.7127 1.4175 0.6569
C 0.2004 4.0388 1.4634 -0.9798
C 1.5528 4.3502 1.4197 -0.5683
C 2.4762 3.3182 1.3731 -1.1013
C 2.0025 2.0238 1.2831 -0.1472
N 0.6977 1.7191 1.2598 0.5590
N -2.0919 0.5425 -0.1121 1.7842
C -2.5675 -0.5287 0.7986 -0.9424
C -1.6309 -0.8028 1.9220 -0.2926
C -2.0503 -1.0401 3.2196 -1.0750
C -1.0976 -1.3757 4.1690 -0.5390
C 0.2349 -1.4530 3.7868 -1.0335
C 0.5601 -1.1840 2.4711 -0.4047
N -0.3550 -0.8697 1.5521 0.7129
C -2.8788 0.4113 -1.3603 -2.3264
C -2.0492 0.1212 -2.5615 1.1173
C -2.6191 0.0803 -3.8269 -1.1389
C -1.8261 -0.2670 -4.9028 -0.5294
C -0.4805 -0.5540 -4.6862 -1.0740
C 0.0101 -0.4662 -3.4057 -0.4914
N -0.7630 -0.1386 -2.3568 1.0871
H -2.2287 2.6267 -0.3427 0.8117
H -3.4648 1.9332 0.6902 0.6469
H -1.6072 1.4961 2.3983 0.1289
H -2.1375 3.1374 2.1342 0.7016
H -0.5437 4.8155 1.5759 0.5094
H 1.8799 5.3804 1.4650 0.4714
H 3.5389 3.5089 1.4004 0.5215
H 2.6865 1.1872 1.2332 0.5694
H -2.6209 -1.4458 0.2103 0.6533
H -3.5775 -0.3186 1.1635 0.4254
H -3.0967 -0.9605 3.4815 0.5683
H -1.3897 -1.5736 5.1912 0.4705
H 1.0067 -1.7183 4.4941 0.4786
H 1.5888 -1.2241 2.1309 0.4716
H -3.4793 1.3060 -1.5335 0.5761
H -3.6025 -0.4003 -1.2581 0.6677
H -3.6684 0.3082 -3.9560 0.5705
H -2.2467 -0.3172 -5.8979 0.4503
H 0.1711 -0.8357 -5.4994 0.5110
H 1.0540 -0.6516 -3.1897 0.2960
C 0.1686 4.1242 -2.5071 -1.5327
C -0.1830 2.8762 -1.9844 -0.4130
N 0.6952 1.9763 -1.5872 1.0768
C 2.0137 2.2443 -1.7240 -0.1056
C 2.4659 3.4853 -2.2220 1.2222
C 1.4985 4.4365 -2.6020 -0.9984
C 3.8480 3.7134 -2.3632 -0.9739
C 4.7124 2.7135 -2.0518 -1.3283
C 4.2480 1.4612 -1.5866 -0.5849
C 2.9055 1.2088 -1.3900 0.6009
N 2.2874 0.0444 -0.9818 0.9662
C 2.8654 -1.2167 -0.9817 0.5169
C 4.1962 -1.5793 -0.9665 -0.8236
C 4.6056 -2.9044 -1.2543 -0.9781
C 3.7006 -3.8793 -1.5255 -0.9879
C 2.3288 -3.5853 -1.3965 0.8689
C 1.3122 -4.5466 -1.5595 -0.8734
C 0.0057 -4.1935 -1.3371 -1.2704
C -0.2725 -2.8800 -0.9414 -0.0538
N 0.6523 -1.9481 -0.8235 0.8420
C 1.9358 -2.2725 -1.0643 -0.6479
H -0.6006 4.8087 -2.8324 0.5277
H -1.2245 2.5950 -1.9101 0.3685
H 1.8207 5.3975 -2.9822 0.5093
H 4.1989 4.6641 -2.7398 0.5092
H 5.7764 2.8569 -2.1809 0.4571
H 4.9899 0.7155 -1.3944 0.1528
H 4.9573 -0.8783 -0.6841 0.5978
H 5.6631 -3.1286 -1.2714 0.4395
H 4.0138 -4.8781 -1.7947 0.4551
H 1.5773 -5.5548 -1.8503 0.4729
H -0.8007 -4.9036 -1.4471 0.5200
H -1.2871 -2.5821 -0.7108 0.0340
```

Summary:
- Total charge: +2
- Spin multiplicity: 2
- LUMO energy (alpha / beta): -7.0 / -6.0 eV
- Electronic energy: -3075.6958 a.u.
- HOMO (alpha / beta): -12.3 / -12.3 eV
- HOMO-LUMO gap (alpha / beta): 5.300 / 6.251 eV
- M: 630.6 Da
- Largest force on an atom: 2.457 eV Å⁻¹

---

17 unconnected molecules or ions with the total composition C28H97N7O17, computed with ωB97M-V/def2-TZVPD.

```
149
Properties=species:S:1:pos:R:3:mulliken_charge:R:1
C -0.6578 -3.8346 3.6412 -1.2546
C -2.1989 -3.7962 3.2937 1.6833
C -2.8481 -5.2053 3.0495 -1.0354
O -2.1190 -5.8771 1.9846 -0.2991
C -2.8414 -6.1898 0.7813 -0.6030
N -2.9180 -3.0479 4.3406 -0.0819
H -0.4247 -4.3585 4.5681 0.4983
H -0.3088 -2.8021 3.6265 0.1538
H -0.0272 -4.3852 2.9432 0.3520
H -2.3058 -3.2887 2.3349 -0.7602
H -3.9150 -5.0645 2.8761 0.4846
H -2.7418 -5.8479 3.9235 0.4599
H -2.6698 -7.1616 0.3184 0.3704
H -2.7785 -5.3733 0.0619 -0.0113
H -3.8904 -6.3372 1.0382 0.3747
H -2.8040 -3.4551 5.2578 0.3872
H -2.5070 -2.1272 4.4005 0.2632
C -6.9667 -2.5634 -1.2136 -1.5297
C -5.4528 -2.8516 -0.9924 0.9126
C -4.9768 -2.7375 0.4457 0.3119
O -5.0048 -1.3469 0.9580 -0.4713
C -3.8806 -0.5486 0.5925 0.2848
N -5.1659 -4.1972 -1.5507 -0.6955
H -7.3018 -2.7820 -2.2275 0.3894
H -7.4046 -1.6000 -0.9523 0.3104
H -7.4883 -3.3058 -0.6095 0.3798
H -4.8466 -2.1368 -1.5488 -0.1078
H -3.9948 -3.1727 0.6308 -0.5749
H -5.6469 -3.2910 1.1036 0.3783
H -3.4015 -0.7210 -0.3713 0.1381
H -3.0966 -0.6918 1.3361 -0.5580
H -4.2167 0.4739 0.7649 0.2882
H -5.4067 -4.2444 -2.5304 0.2915
H -4.1733 -4.3448 -1.4364 0.1995
C 3.3844 -5.4503 -1.5873 -1.4691
C 3.4482 -6.9030 -1.8752 0.6509
C 2.6465 -7.6379 -0.8404 -0.9073
O 3.1605 -7.4277 0.4735 -0.2848
C 2.4779 -8.1881 1.4836 -0.7631
N 2.9988 -7.1589 -3.2238 -0.7810
H 3.9066 -4.8554 -2.3366 0.4753
H 3.9770 -5.2150 -0.7032 0.3633
H 2.4051 -4.9897 -1.4569 0.2194
H 4.4784 -7.2588 -1.8811 0.4339
H 2.6438 -8.7196 -0.9749 0.3957
H 1.5760 -7.4426 -0.9038 0.2566
H 2.7500 -7.8274 2.4756 0.2658
H 2.6725 -9.2456 1.3052 0.3345
H 1.3941 -8.0972 1.5558 0.2684
H 2.3404 -6.4388 -3.4848 0.2735
H 3.7992 -7.0847 -3.8353 0.2831
C -0.4305 6.6659 -2.5842 -1.5040
C -1.3391 5.5499 -1.9942 1.3245
C -2.4741 6.1717 -1.1207 -0.8230
O -3.3666 7.1032 -1.6540 -0.3372
C -4.0073 7.9449 -0.6820 -0.7296
N -1.9367 4.6469 -3.0157 -0.6267
H 0.4445 6.1802 -3.0163 0.2793
H -0.0713 7.3420 -1.8083 0.3397
H -1.0409 7.3020 -3.2251 0.4090
H -0.7058 4.8684 -1.4262 -0.3067
H -1.9214 6.6925 -0.3388 0.4444
H -2.9962 5.3704 -0.5978 0.2646
H -3.3372 8.5161 -0.0396 0.3203
H -4.6534 7.3291 -0.0562 0.2911
H -4.5719 8.7042 -1.2231 0.2570
H -2.5808 5.1564 -3.6037 0.2767
H -2.4473 3.9562 -2.4845 0.3514
C 0.5083 1.5381 -0.0331 -0.2303
C 0.1289 0.3883 -0.9924 1.7000
C -0.0332 -0.9239 -0.3656 -0.6410
O 1.0821 -1.3076 0.4654 1.5534
C 1.2995 -2.6637 0.5244 -0.7160
N -1.0408 0.6953 -1.7351 -0.1157
H -0.1812 1.4723 0.8086 -0.0472
H 0.5309 2.5170 -0.5121 -0.0771
H 1.4834 1.3861 0.4298 -0.4731
H 0.8987 0.2903 -1.7579 -0.4810
H -0.2063 -1.6708 -1.1404 0.3225
H -0.9073 -0.9462 0.2852 -0.8496
H 1.7226 -2.8889 1.5034 0.2280
H 1.8918 -3.0857 -0.2875 0.0018
H 0.3686 -3.2281 0.5798 0.2935
H -1.2277 -0.0665 -2.3713 0.1717
H -0.7038 1.4380 -2.3308 0.4419
C 5.8484 7.9726 -0.4850 -1.3963
C 5.1649 7.5589 -1.8306 0.4587
C 3.7007 7.0570 -1.6692 -0.6173
O 3.6729 6.0786 -0.6715 -0.3205
C 2.4364 5.3803 -0.5814 -0.3215
N 5.2152 8.6869 -2.7615 -0.7486
H 6.8200 8.4274 -0.6784 0.3969
H 6.0052 7.0719 0.1085 0.3123
H 5.1821 8.6439 0.0567 0.3079
H 5.8673 6.8077 -2.1917 0.2196
H 3.3449 6.6772 -2.6270 0.3130
H 3.0088 7.8614 -1.4197 0.3994
H 2.3735 4.5857 0.1620 -0.0495
H 2.2213 4.8535 -1.5111 0.1698
H 1.6117 6.0768 -0.4305 0.3500
H 4.6685 8.4363 -3.5730 0.2271
H 6.1703 8.7698 -3.0792 0.2783
C 1.2862 0.8602 5.1826 -1.7171
C 0.8137 -0.0997 4.0469 0.3833
C -0.6941 0.0862 3.7276 -0.0146
O -1.5615 -0.0876 4.8277 -0.5201
C -2.9072 0.2070 4.4944 -0.6646
N 1.6347 0.1432 2.8979 -0.2735
H 1.0792 1.8797 4.8571 0.3721
H 2.3419 0.8075 5.4486 0.3752
H 0.7659 0.6640 6.1201 0.3593
H 0.9539 -1.0534 4.5556 0.3333
H -0.9317 -0.4990 2.8393 -0.1741
H -0.7976 1.1500 3.5139 0.7309
H -3.1949 -0.2547 3.5499 0.1866
H -3.2017 1.2564 4.5096 0.3358
H -3.5290 -0.2151 5.2839 0.3328
H 1.3638 0.9933 2.4245 0.0721
H 1.3569 -0.4612 2.1378 -0.2893
O 2.2360 3.0769 2.5641 -0.5811
H 2.5848 2.6478 3.3455 0.2907
H 2.3640 4.0115 2.7263 0.2599
O 4.6282 -2.4403 1.4015 -0.6142
H 4.4653 -3.3835 1.3982 0.2896
H 4.4361 -2.1667 2.2984 0.2930
O 3.5934 -0.1995 -0.0255 -0.8993
H 2.7663 -0.6249 0.2005 0.0844
H 4.2671 -0.7999 0.2937 0.2896
O -3.1564 2.7473 -1.3529 -0.7662
H -2.5141 2.0378 -1.3391 0.2655
H -3.3050 2.9545 -0.4303 0.2655
O 2.9168 -1.5952 -2.9045 -0.6160
H 2.6727 -0.9265 -3.5444 0.2785
H 3.1281 -1.1027 -2.1114 0.3355
O -1.7969 -3.5432 -1.6242 -0.3470
H -1.7965 -2.6675 -2.0109 0.2100
H -1.7528 -4.1366 -2.3740 0.2396
O 4.4187 2.3920 0.4633 -0.6644
H 3.7551 2.7504 1.0528 0.3446
H 4.1615 1.4783 0.3396 0.4836
O -1.7018 -1.4490 -3.4439 -0.6204
H -1.0260 -1.2539 -4.0930 0.2604
H -2.5257 -1.3743 -3.9254 0.2295
O 0.0611 2.6453 -3.5249 -0.7567
H 0.7733 3.2126 -3.8202 0.3895
H -0.6299 3.2494 -3.2531 -0.0587
O 2.3264 0.9085 -4.1451 -0.5413
H 1.6982 1.6052 -3.9549 0.3071
H 3.0049 1.3337 -4.6697 0.2849
```

Summary:
- Total charge: +1
- Spin multiplicity: 2
- LUMO energy (alpha / beta): -2.5 / -8.5 eV
- Electronic energy: -2786.8577 a.u.
- HOMO (alpha / beta): -10.3 / -10.3 eV
- HOMO-LUMO gap (alpha / beta): 7.780 / 1.866 eV
- M: 804.1 Da
- Largest force on an atom: 3.826 eV Å⁻¹

---

electronic energy of number 1 (C37H32FeN7)?
-3075.6958 a.u.

---

Which of these has the highest total charge?
C37H32FeN7

---

The highest electronic energy belongs to which entry?
C28H97N7O17